{"formula": "C37H73FINO23Si2", "method": "wB97M-V/def2-TZVPD", "total_charge": 0, "fmax_ha_per_bohr": 0.1008, "homo_lumo_gap_ev": 7.411, "energy_ha": -4215.45618, "lumo_energy_ev": -0.36, "elements": ["C", "C", "C", "Si", "I", "C", "C", "O", "Si", "C", "C", "O", "F", "C", "C", "O", "C", "N", "O", "C", "C", "C", "O", "H", "H", "H", "H", "H", "H", "H", "H", "H", "H", "H", "H", "H", "H", "H", "H", "H", "H", "H", "H", "H", "H", "H", "H", "H", "C", "C", "O", "C", "O", "O", "C", "H", "H", "H", "H", "H", "H", "H", "H", "C", "C", "O", "C", "O", "O", "C", "H", "H", "H", "H", "H", "H", "H", "H", "C", "C", "O", "C", "O", "O", "C", "H", "H", "H", "H", "H", "H", "H", "H", "C", "C", "O", "C", "O", "O", "C", "H", "H", "H", "H", "H", "H", "H", "H", "C", "C", "O", "C", "O", "O", "C", "H", "H", "H", "H", "H", "H", "H", "H", "C", "C", "O", "C", "O", "O", "C", "H", "H", "H", "H", "H", "H", "H", "H"], "positions_angstrom": [[0.840, 0.583, -1.046], [-0.399, -0.167, -1.035], [-1.841, 0.559, -1.194], [-2.657, -0.252, -2.746], [-3.868, -2.378, -2.200], [-1.171, -0.825, -3.854], [-0.628, 0.005, -4.876], [-3.567, 0.842, -3.732], [-5.015, 1.435, -3.005], [-4.981, 3.367, -3.259], [-3.849, 3.755, -4.323], [-3.056, 4.681, -4.039], [-3.660, 3.121, -5.579], [-5.184, 1.150, -1.127], [-6.675, 1.687, -0.715], [-7.561, 0.527, -0.889], [-6.769, 2.160, 0.812], [-5.722, 3.166, 1.167], [-6.484, 0.914, -3.782], [-6.407, -0.495, -4.114], [-7.583, -0.996, -5.099], [-7.303, -2.591, -5.309], [-8.912, -0.764, -4.565], [1.226, 1.065, -2.014], [1.428, 0.675, -0.057], [-0.340, -1.317, -0.929], [-2.520, 0.323, -0.288], [-1.740, 1.675, -1.402], [-0.742, -1.860, -3.647], [0.296, -0.308, -5.470], [-1.110, 0.999, -5.168], [-4.672, 3.818, -2.256], [-6.017, 3.734, -3.612], [-5.152, 0.064, -0.784], [-4.383, 1.793, -0.590], [-7.065, 2.473, -1.462], [-7.225, -0.222, -0.336], [-6.738, 1.272, 1.552], [-7.815, 2.633, 0.953], [-5.684, 3.931, 0.466], [-5.992, 3.597, 2.064], [-5.418, -0.804, -4.599], [-6.568, -1.073, -3.122], [-7.426, -0.524, -6.134], [-7.067, -2.993, -4.250], [-8.171, -3.128, -5.812], [-6.312, -2.653, -5.884], [-8.938, -1.039, -3.615], [5.276, -2.360, 3.602], [4.673, -2.123, 2.231], [4.324, -0.745, 2.042], [5.353, 0.091, 1.829], [6.521, -0.215, 1.781], [4.861, 1.335, 1.707], [5.866, 2.341, 1.587], [4.603, -1.998, 4.384], [5.466, -3.424, 3.761], [6.219, -1.824, 3.723], [3.747, -2.693, 2.137], [5.337, -2.461, 1.432], [6.549, 2.123, 0.763], [6.415, 2.431, 2.527], [5.370, 3.290, 1.382], [3.306, -4.584, -6.502], [2.230, -5.275, -7.318], [1.516, -6.241, -6.535], [0.642, -5.738, -5.648], [0.410, -4.568, -5.462], [0.089, -6.765, -4.980], [-0.781, -6.360, -3.925], [3.977, -5.321, -6.053], [3.890, -3.908, -7.130], [2.877, -4.004, -5.683], [2.692, -5.823, -8.141], [1.536, -4.558, -7.764], [-1.557, -5.684, -4.290], [-0.203, -5.887, -3.128], [-1.261, -7.253, -3.523], [-10.732, 0.977, -0.409], [-12.247, 1.044, -0.366], [-12.831, -0.266, -0.364], [-12.742, -0.940, 0.793], [-12.226, -0.544, 1.811], [-13.302, -2.149, 0.616], [-13.174, -3.013, 1.743], [-10.400, 0.381, -1.263], [-10.304, 1.978, -0.488], [-10.327, 0.501, 0.486], [-12.616, 1.547, -1.262], [-12.603, 1.621, 0.491], [-13.567, -2.544, 2.648], [-12.127, -3.293, 1.880], [-13.752, -3.916, 1.542], [7.489, -8.569, 7.894], [6.888, -8.325, 6.522], [6.543, -6.946, 6.338], [7.574, -6.111, 6.130], [8.740, -6.419, 6.083], [7.084, -4.865, 6.013], [8.091, -3.860, 5.899], [6.814, -8.209, 8.675], [7.676, -9.634, 8.048], [8.432, -8.035, 8.018], [5.962, -8.893, 6.423], [7.553, -8.661, 5.722], [8.775, -4.076, 5.075], [8.639, -3.774, 6.840], [7.596, -2.909, 5.696], [0.424, 6.371, -1.145], [1.223, 5.392, -0.305], [2.546, 5.212, -0.828], [3.400, 6.226, -0.614], [3.154, 7.253, -0.029], [4.572, 5.911, -1.192], [5.540, 6.956, -1.135], [0.410, 6.053, -2.192], [-0.604, 6.440, -0.782], [0.862, 7.370, -1.122], [0.742, 4.413, -0.331], [1.265, 5.698, 0.744], [5.703, 7.290, -0.108], [5.223, 7.792, -1.763], [6.481, 6.565, -1.525], [9.928, 6.944, 5.009], [9.551, 6.129, 6.230], [8.834, 4.941, 5.868], [9.573, 3.957, 5.332], [10.764, 3.986, 5.138], [8.751, 2.940, 5.021], [9.397, 1.866, 4.338], [9.041, 7.170, 4.411], [10.405, 7.882, 5.304], [10.617, 6.400, 4.361], [8.883, 6.712, 6.867], [10.425, 5.876, 6.836], [10.256, 1.498, 4.901], [9.703, 2.192, 3.341], [8.678, 1.053, 4.231]]}

---

{"formula": "C37H74BrClF2N8O8P2", "method": "wB97M-V/def2-TZVPD", "total_charge": 0, "fmax_ha_per_bohr": 0.2314, "smiles": "C#CC[C@](OC[C@H](C)O)(O[C@@](Br)(CCCF)[C@H](C)F)[C@](CCCCC)(O[C@@H](N=C=O)OC#N)[C@@H](Cl)CC.CN(C)P(=O)(N(C)C)N(C)C.CN(C)P(=O)(N(C)C)N(C)C", "homo_lumo_gap_ev": 6.257, "energy_ha": -6409.74897, "lumo_energy_ev": -1.28, "elements": ["C", "C", "C", "C", "O", "C", "C", "C", "O", "O", "C", "Br", "C", "C", "C", "F", "C", "C", "F", "C", "C", "C", "C", "C", "C", "O", "C", "N", "C", "O", "O", "C", "N", "C", "Cl", "C", "C", "H", "H", "H", "H", "H", "H", "H", "H", "H", "H", "H", "H", "H", "H", "H", "H", "H", "H", "H", "H", "H", "H", "H", "H", "H", "H", "H", "H", "H", "H", "H", "H", "H", "H", "H", "H", "H", "H", "C", "N", "C", "P", "O", "N", "C", "C", "N", "C", "C", "H", "H", "H", "H", "H", "H", "H", "H", "H", "H", "H", "H", "H", "H", "H", "H", "H", "H", "C", "N", "C", "P", "O", "N", "C", "C", "N", "C", "C", "H", "H", "H", "H", "H", "H", "H", "H", "H", "H", "H", "H", "H", "H", "H", "H", "H", "H"], "positions_angstrom": [[2.260, -0.471, 5.501], [2.360, -0.841, 4.126], [2.456, -1.386, 2.579], [1.374, -0.629, 1.539], [1.309, 0.680, 2.056], [2.173, 1.744, 1.791], [3.653, 1.802, 2.522], [3.598, 2.484, 4.046], [4.452, 2.779, 1.709], [0.068, -1.215, 1.520], [-0.775, -1.429, 2.610], [-0.371, -3.038, 3.808], [-1.225, -0.236, 3.614], [-2.344, -0.567, 4.743], [-3.621, 0.511, 4.655], [-3.476, 1.541, 5.749], [-2.204, -1.963, 1.891], [-3.220, -0.756, 1.473], [-2.840, -3.073, 2.674], [1.871, -0.860, -0.057], [1.885, -2.462, -0.424], [2.986, -3.485, 0.069], [4.534, -3.177, 0.277], [5.281, -4.374, 1.175], [6.213, -5.361, 0.197], [3.234, -0.370, -0.173], [3.894, -0.399, -1.438], [3.756, 0.870, -2.306], [4.446, 1.913, -1.689], [5.462, 2.671, -1.211], [5.373, -0.453, -1.172], [6.045, -1.049, -2.340], [6.356, -1.691, -3.443], [0.839, -0.217, -1.166], [-0.668, -1.294, -1.584], [0.229, 1.256, -0.944], [1.022, 2.486, -1.763], [2.031, -0.209, 6.619], [3.569, -1.248, 2.249], [2.267, -2.549, 2.641], [1.645, 2.763, 2.133], [2.411, 1.943, 0.638], [4.255, 0.802, 2.485], [2.658, 2.159, 4.662], [4.628, 2.247, 4.552], [3.565, 3.667, 3.893], [5.048, 3.321, 2.304], [-0.244, 0.091, 4.214], [-1.561, 0.777, 3.078], [-1.872, -0.363, 5.821], [-2.762, -1.652, 4.780], [-3.644, 1.110, 3.650], [-4.622, -0.093, 4.758], [-1.892, -2.487, 0.862], [-3.679, -1.055, 0.411], [-2.694, 0.293, 1.282], [-4.174, -0.654, 2.183], [0.867, -3.025, -0.135], [1.885, -2.493, -1.621], [2.948, -4.402, -0.705], [2.597, -4.006, 1.075], [4.860, -2.171, 0.766], [5.084, -3.222, -0.782], [4.528, -4.972, 1.843], [6.068, -3.866, 1.915], [6.592, -4.806, -0.772], [5.517, -6.264, -0.099], [7.197, -5.705, 0.770], [3.686, -1.288, -2.166], [1.330, -0.169, -2.258], [-0.054, 1.597, 0.130], [-0.828, 1.274, -1.513], [1.778, 3.073, -1.097], [1.480, 2.103, -2.793], [0.197, 3.285, -2.090], [-7.411, -5.902, 2.290], [-7.597, -6.218, 0.896], [-9.000, -6.494, 0.603], [-6.599, -5.942, -0.422], [-7.188, -4.536, -0.693], [-5.022, -5.358, -0.139], [-4.369, -5.165, 1.139], [-4.609, -4.256, -1.020], [-5.922, -7.558, -0.110], [-6.420, -8.517, -1.102], [-5.748, -8.256, 1.156], [-7.779, -6.725, 2.911], [-7.951, -4.991, 2.576], [-6.375, -5.766, 2.578], [-9.173, -7.575, 0.596], [-9.291, -6.106, -0.376], [-9.682, -6.044, 1.334], [-4.940, -4.502, 1.798], [-3.378, -4.707, 1.031], [-4.162, -6.104, 1.642], [-4.966, -3.284, -0.644], [-4.995, -4.394, -2.036], [-3.514, -4.202, -1.115], [-7.442, -8.838, -0.865], [-5.777, -9.401, -1.163], [-6.431, -8.064, -2.097], [-6.685, -8.708, 1.509], [-5.366, -7.632, 1.961], [-5.011, -9.059, 1.039], [2.245, 6.968, -5.639], [1.203, 7.439, -4.761], [-0.096, 7.411, -5.426], [1.186, 7.617, -3.095], [0.694, 6.169, -2.851], [2.643, 7.394, -2.238], [3.964, 7.171, -2.788], [2.522, 6.572, -1.025], [1.750, 9.282, -3.375], [0.654, 10.232, -3.160], [2.605, 9.798, -4.433], [2.266, 7.574, -6.551], [2.091, 5.921, -5.927], [3.242, 7.044, -5.221], [-0.339, 8.407, -5.812], [-0.894, 7.119, -4.739], [-0.129, 6.704, -6.263], [3.994, 6.297, -3.448], [4.711, 6.988, -2.005], [4.348, 8.044, -3.306], [2.573, 5.498, -1.260], [1.577, 6.767, -0.506], [3.320, 6.799, -0.301], [-0.024, 10.257, -4.022], [1.031, 11.244, -2.976], [0.070, 9.948, -2.280], [2.053, 9.953, -5.370], [3.463, 9.170, -4.662], [3.029, 10.764, -4.131]]}

---

{"formula": "C37H76FN4O10P2", "method": "wB97M-V/def2-TZVPD", "total_charge": 1, "fmax_ha_per_bohr": 0.1250, "homo_lumo_gap_ev": 7.332, "energy_ha": -3208.97826, "lumo_energy_ev": -2.97, "elements": ["C", "C", "C", "N", "C", "N", "C", "P", "C", "O", "N", "C", "F", "C", "C", "N", "C", "C", "C", "C", "O", "P", "O", "O", "H", "H", "H", "H", "H", "H", "H", "H", "H", "H", "H", "H", "H", "H", "H", "H", "H", "H", "H", "H", "H", "H", "H", "H", "H", "H", "H", "H", "C", "C", "C", "O", "C", "H", "H", "H", "H", "H", "H", "H", "H", "C", "C", "C", "O", "C", "H", "H", "H", "H", "H", "H", "H", "H", "C", "C", "C", "O", "C", "H", "H", "H", "H", "H", "H", "H", "H", "C", "C", "C", "O", "C", "H", "H", "H", "H", "H", "H", "H", "H", "C", "C", "C", "O", "C", "H", "H", "H", "H", "H", "H", "H", "H", "C", "C", "C", "O", "C", "H", "H", "H", "H", "H", "H", "H", "H"], "positions_angstrom": [[2.836, -0.886, 5.375], [3.206, -0.317, 3.913], [2.169, -0.837, 2.786], [1.708, 0.283, 1.885], [0.754, 1.083, 2.393], [0.255, 0.866, 3.744], [-0.687, 1.932, 3.860], [-1.633, 2.071, 5.474], [-0.877, 0.772, 6.647], [-3.225, 1.506, 5.144], [-0.700, 2.675, 2.664], [-1.637, 3.804, 2.620], [-1.163, 4.963, 1.948], [-3.042, 3.409, 1.910], [-3.134, 1.865, 1.515], [0.155, 2.170, 1.716], [0.253, 2.775, 0.382], [1.261, 4.009, 0.239], [2.206, 4.288, 1.489], [1.822, 5.692, 2.182], [1.241, 5.529, 3.495], [2.525, 0.346, 0.319], [3.389, 1.777, 0.047], [1.576, -0.162, -1.000], [3.530, -0.355, 6.114], [3.061, -1.993, 5.429], [1.759, -0.639, 5.614], [3.178, 0.817, 3.880], [4.255, -0.639, 3.643], [2.779, -1.569, 2.151], [1.314, -1.441, 3.207], [-1.082, 1.164, 7.690], [-1.403, -0.212, 6.422], [0.220, 0.691, 6.388], [-3.838, 1.873, 5.816], [-1.934, 4.155, 3.667], [-3.882, 3.588, 2.669], [-3.271, 4.117, 1.046], [-3.056, 1.159, 2.402], [-2.383, 1.661, 0.694], [-4.189, 1.710, 1.098], [-0.786, 3.187, 0.128], [0.461, 2.035, -0.466], [1.949, 3.758, -0.642], [0.693, 4.940, -0.097], [3.257, 4.459, 1.069], [2.304, 3.442, 2.231], [2.726, 6.397, 2.233], [1.052, 6.260, 1.552], [0.570, 6.228, 3.631], [3.464, 1.906, -0.934], [1.213, -1.078, -0.886], [-6.473, 0.648, -2.582], [-6.179, 2.086, -2.949], [-4.856, 2.326, -2.250], [-4.169, 1.066, -2.216], [-5.089, 0.031, -2.594], [-7.166, 0.153, -3.265], [-6.896, 0.602, -1.573], [-6.050, 2.173, -4.033], [-6.956, 2.786, -2.641], [-5.008, 2.654, -1.216], [-4.239, 3.067, -2.763], [-4.815, -0.311, -3.597], [-4.998, -0.810, -1.903], [2.617, -5.511, -1.631], [1.483, -5.946, -0.727], [1.071, -4.637, -0.085], [1.344, -3.600, -1.042], [2.141, -4.150, -2.102], [2.813, -6.200, -2.454], [3.537, -5.403, -1.048], [0.659, -6.343, -1.330], [1.768, -6.706, 0.001], [1.665, -4.430, 0.812], [0.014, -4.618, 0.186], [1.504, -4.238, -2.989], [2.966, -3.472, -2.331], [6.170, 1.347, -4.541], [6.894, 1.205, -3.218], [6.030, 2.040, -2.293], [4.687, 1.959, -2.796], [4.718, 1.367, -4.105], [6.389, 0.547, -5.250], [6.434, 2.301, -5.008], [6.881, 0.158, -2.899], [7.932, 1.539, -3.247], [6.331, 3.093, -2.309], [6.058, 1.686, -1.260], [4.314, 0.352, -4.024], [4.084, 1.941, -4.784], [-2.743, -6.828, 2.946], [-2.021, -8.158, 2.907], [-0.821, -7.838, 2.036], [-0.509, -6.454, 2.251], [-1.590, -5.844, 2.969], [-3.414, -6.717, 3.799], [-3.329, -6.697, 2.030], [-1.690, -8.430, 3.914], [-2.626, -8.976, 2.514], [-1.054, -7.969, 0.974], [0.049, -8.452, 2.280], [-1.249, -5.657, 3.994], [-1.845, -4.887, 2.507], [7.648, -3.471, -6.892], [6.520, -3.921, -5.989], [6.100, -2.618, -5.337], [6.362, -1.575, -6.286], [7.160, -2.111, -7.352], [7.847, -4.154, -7.720], [8.568, -3.361, -6.310], [5.698, -4.319, -6.592], [6.813, -4.684, -5.266], [6.695, -2.413, -4.439], [5.042, -2.607, -5.063], [6.522, -2.197, -8.238], [7.979, -1.425, -7.578], [-8.947, 4.968, 1.238], [-9.845, 4.478, 0.122], [-8.842, 3.907, -0.862], [-7.731, 3.427, -0.090], [-7.861, 3.910, 1.254], [-9.455, 5.071, 2.198], [-8.519, 5.939, 0.971], [-10.499, 3.683, 0.493], [-10.471, 5.259, -0.313], [-8.469, 4.679, -1.543], [-9.257, 3.089, -1.456], [-8.142, 3.063, 1.890], [-6.900, 4.300, 1.599]]}